The following is a DFT calculation (wB97M-V/def2-TZVPD) of the molecule C5H6O.

Computed properties:
Calculated total energy, Eh: -269.142942
ΔE to the lowest compared entry with this formula, charge and spin, kJ/mol: 533.8
HOMO-LUMO gap, eV: 8.8
HOMO energy, eV: -8.193
LUMO level, eV: 0.6

Each atom is followed by the atoms it is bonded to, with distances in Å.
Atoms and positions in Å:
1 C -1.7136 0.7262 0.7003  C2 1.480, H7 1.100, H8 1.096, H9 1.101
2 C -0.9635 -0.1655 -0.2127  C1 1.480, C3 1.363
3 C 0.2525 -0.7036 0.0862  C2 1.363, C4 1.522, C5 1.499, O6 1.576
4 C 1.3270 -1.0818 -0.9229  C3 1.522, C5 1.472, H10 1.087, H11 1.085
5 C 1.3651 0.2364 -0.2699  C3 1.499, C4 1.472, O6 1.358, H12 1.085
6 O 1.3447 -0.0958 1.0465  C3 1.576, C5 1.358
7 H -2.5282 0.0976 1.0899  C1 1.100
8 H -2.2200 1.5035 0.1161  C1 1.096
9 H -1.1877 1.1735 1.5574  C1 1.101
10 H 0.9433 -1.1498 -1.9382  C4 1.087
11 H 2.0848 -1.7976 -0.6206  C4 1.085
12 H 1.2957 1.2569 -0.6320  C5 1.085


The following is a DFT calculation (wB97M-V/def2-TZVPD) of the molecule C5H6O.

Computed properties:
Calculated total energy, Eh: -269.252076
ΔE to the lowest compared entry with this formula, charge and spin, kJ/mol: 247.2
HOMO-LUMO gap, eV: 8.6
HOMO energy, eV: -8.323
LUMO level, eV: 0.3

Each atom is followed by the atoms it is bonded to, with distances in Å.
Atoms and positions in Å:
1 O -1.5555 1.7296 0.7502  C2 1.198
2 C -0.6320 1.0567 0.3897  O1 1.198, C3 1.874, C6 1.381
3 C -1.0939 -0.3461 -0.7645  C2 1.874, C4 1.388, H7 1.085, H8 1.088
4 C -0.1390 -0.9862 0.0124  C3 1.388, C5 1.482, H9 1.085
5 C 1.2180 -0.4020 -0.1031  C4 1.482, C6 1.509, H10 1.096, H11 1.092
6 C 0.7117 0.8276 0.6103  C2 1.381, C5 1.509, H12 1.087
7 H -2.1504 -0.5432 -0.6153  C3 1.085
8 H -0.8150 0.0196 -1.7505  C3 1.088
9 H -0.3931 -1.6235 0.8531  C4 1.085
10 H 1.5622 -0.2574 -1.1339  C5 1.096
11 H 1.9825 -0.9254 0.4754  C5 1.092
12 H 1.3044 1.4504 1.2762  C6 1.087


> Look up the ΔE to the lowest compared entry with this formula, charge and spin of the first one.

533.8 kJ/mol